One molecule with the formula C5H8N2. Source: OMol25; level of theory: the ωB97M-V functional and the def2-TZVPD basis.

```
15
Properties=species:S:1:pos:R:3:forces:R:3
C 0.085928 2.295981 0.567001 0.030 0.183 0.153
C -0.210636 0.839476 0.409236 -0.020 -0.068 0.542
C -1.368097 0.101870 0.739498 -0.530 0.027 -0.095
N -1.288129 -1.188134 0.407069 -0.050 0.462 -0.302
N -0.052124 -1.312471 -0.069320 0.374 0.474 0.328
C 0.494666 -2.189500 -1.081958 0.343 1.059 -0.865
C 0.645735 -0.128832 -0.037132 -0.438 0.377 1.609
H -0.754954 2.844380 0.994811 0.011 -0.105 0.003
H 0.320883 2.764616 -0.395191 -0.080 -0.147 0.120
H 0.950340 2.457445 1.216240 -0.044 0.002 0.000
H -2.245645 0.481301 1.240875 -0.141 -0.061 -0.159
H 1.150969 -1.250622 -1.448277 0.517 -3.841 -0.063
H -0.124755 -2.273066 -1.963602 -0.821 0.017 -0.006
H 0.688581 -3.248626 -0.757019 0.739 1.327 -0.175
H 1.707237 -0.193816 0.177770 0.109 0.294 -1.089
```
Positions in Å, forces in eV/Å.

Calculated values
Highest occupied orbital energy, eV: -9.01
Frontier orbital gap, eV: 10.0
2S+1: 1
SMILES string: Cc1cnn(C)c1
E_LUMO, eV: 1.0
Charge: 0

***

One molecule with the formula C5H8N2. Source: OMol25; level of theory: the ωB97M-V functional and the def2-TZVPD basis.

```
15
Properties=species:S:1:pos:R:3:forces:R:3
C 1.826202 -0.939511 -0.385021 -0.154 -0.130 0.227
C 1.043035 0.372332 -0.564721 0.858 -0.228 -0.180
C -0.272417 0.400441 0.130455 -0.233 -1.862 0.261
C -0.604926 0.008665 1.415019 0.921 1.251 -1.360
N -1.947281 0.136592 1.603365 -0.807 -0.050 0.677
C -2.458178 0.482844 0.451672 0.636 -0.524 -0.987
N -1.481099 0.519909 -0.505809 0.647 1.112 0.129
H 2.087104 -1.108006 0.661784 -0.131 -0.057 -0.034
H 1.237596 -1.787434 -0.742813 0.009 0.024 0.128
H 2.763167 -0.937260 -0.941363 -0.004 0.178 -0.085
H 0.949070 0.502792 -1.641189 -0.343 0.293 -0.106
H 1.688045 1.185687 -0.214057 -0.209 0.060 -0.041
H 0.177387 -0.262561 2.105883 -0.576 -0.039 0.648
H -3.453474 0.730865 0.119387 -0.276 -0.266 0.673
H -1.554234 0.694651 -1.492593 -0.337 0.238 0.049
```
Positions in Å, forces in eV/Å.

Calculated values
Highest occupied orbital energy, eV: -8.42
Frontier orbital gap, eV: 9.3
2S+1: 1
SMILES string: CCc1cnc[nH]1
E_LUMO, eV: 0.9
Charge: 0

***

One molecule with the formula C5H8N2. Source: OMol25; level of theory: the ωB97M-V functional and the def2-TZVPD basis.

```
15
Properties=species:S:1:pos:R:3:forces:R:3
N 0.469927 0.419575 2.493233 -0.935 -0.176 -0.581
C -0.407476 0.174771 1.779663 0.638 0.237 0.622
C -1.503684 -0.160014 0.853794 -0.031 -0.034 0.013
C -1.292668 0.419771 -0.555602 -0.028 0.008 0.014
C 0.077048 0.167603 -1.129146 0.229 0.019 0.156
C 1.034038 -0.531820 -0.509673 -0.261 0.054 -0.060
N 2.401887 -0.392425 -0.760401 0.057 0.030 0.019
H -1.595860 -1.251237 0.816463 0.056 0.132 0.050
H -2.428464 0.229506 1.288558 0.044 -0.096 -0.083
H -1.402827 1.510152 -0.483683 -0.035 -0.137 -0.016
H -2.116440 0.082521 -1.198800 0.162 -0.051 0.104
H 0.358311 0.782487 -1.982488 0.021 0.079 0.171
H 0.799172 -1.252146 0.270248 0.012 0.161 -0.069
H 2.964398 -0.784419 -0.017481 -0.035 -0.033 -0.147
H 2.642639 0.585678 -0.864689 0.108 -0.194 -0.192
```
Positions in Å, forces in eV/Å.

Calculated values
Highest occupied orbital energy, eV: -8.27
Frontier orbital gap, eV: 9.2
2S+1: 1
SMILES string: N#CCC/C=C/N
E_LUMO, eV: 0.9
Charge: 0

***

One molecule with the formula C5H8N2. Source: OMol25; level of theory: the ωB97M-V functional and the def2-TZVPD basis.

```
15
Properties=species:S:1:pos:R:3:forces:R:3
C 0.132609 0.666022 -2.330790 0.005 -0.008 -0.064
C -0.240330 0.073827 -1.011581 0.116 -0.156 0.003
C 0.267377 -0.905890 -0.251020 -0.080 0.327 -0.027
C -0.429298 -0.780866 1.066164 0.014 0.049 0.043
C 0.400486 0.055013 2.077381 0.154 -0.050 0.147
N -1.516505 0.170628 0.796104 0.036 0.170 -0.330
N -1.334682 0.702965 -0.316460 -0.226 -0.251 0.119
H 0.115807 -0.070116 -3.139394 0.013 0.085 0.106
H 1.133734 1.109139 -2.288652 -0.146 -0.101 -0.044
H -0.580779 1.463864 -2.558867 0.130 -0.171 -0.052
H 1.065115 -1.599931 -0.498990 -0.101 0.280 0.144
H -0.788571 -1.707992 1.526879 -0.063 0.235 -0.114
H -0.269821 0.558896 2.780604 0.135 -0.292 -0.022
H 0.937947 0.833431 1.525247 -0.032 -0.171 0.140
H 1.106911 -0.568991 2.623375 0.045 0.055 -0.048
```
Positions in Å, forces in eV/Å.

Calculated values
Highest occupied orbital energy, eV: -9.30
Frontier orbital gap, eV: 9.7
2S+1: 1
SMILES string: CC1=C[C@@H](C)N=N1
E_LUMO, eV: 0.4
Charge: 0

***

One molecule with the formula C5H8N2. Source: OMol25; level of theory: the ωB97M-V functional and the def2-TZVPD basis.

```
15
Properties=species:S:1:pos:R:3:forces:R:3
C -2.140333 -0.056702 -0.412178 -0.059 0.021 -0.123
C -1.146185 -0.145555 0.706445 -0.603 0.080 0.213
N 0.151432 0.050526 0.471070 0.593 -0.072 -0.412
C 0.936031 -0.656561 -0.583632 -0.167 -0.043 0.044
C 2.249919 0.050975 -0.483671 -0.014 -0.135 -0.240
N 2.290289 0.801011 0.567635 -0.296 0.102 0.392
C 1.059557 0.762880 1.171019 0.387 0.242 0.046
H -2.927068 -0.818443 -0.391875 0.167 0.042 0.055
H -2.639207 0.924513 -0.354049 -0.014 -0.190 -0.071
H -1.654498 -0.093854 -1.392782 -0.088 -0.087 0.156
H 0.440385 -0.678531 -1.555736 0.085 0.106 0.059
H -1.465735 0.143123 1.703226 0.019 0.056 -0.095
H 1.029979 -1.685176 -0.217229 -0.036 0.030 -0.155
H 3.062466 -0.018588 -1.197992 -0.103 -0.027 0.145
H 0.752961 1.420384 1.969745 0.129 -0.125 -0.013
```
Positions in Å, forces in eV/Å.

Calculated values
Highest occupied orbital energy (alpha / beta), eV: -6.78 / -6.52
Frontier orbital gap (alpha / beta), eV: 7.3 / 7.1
2S+1: 1
E_LUMO (alpha / beta), eV: 0.5 / 0.6
Charge: 0

***

One molecule with the formula C5H8N2. Source: OMol25; level of theory: the ωB97M-V functional and the def2-TZVPD basis.

```
15
Properties=species:S:1:pos:R:3:forces:R:3
C 1.313265 -1.334315 1.147993 0.049 -0.097 0.044
C 0.466975 -0.639901 0.120036 0.164 -0.022 0.065
C -0.995092 -0.855092 -0.005500 -0.174 -0.163 -0.022
N -0.455216 0.306159 0.714872 0.046 0.053 0.367
C -0.618570 1.597187 0.156744 -0.138 0.144 0.033
C -0.042611 1.958193 -0.954979 -0.910 -0.414 -0.489
N 0.092731 2.046342 -2.182284 0.214 0.143 0.230
H 0.706634 -1.496743 2.043744 0.139 -0.085 -0.118
H 2.148106 -0.680906 1.423124 -0.054 -0.165 -0.021
H 1.708004 -2.288063 0.789101 -0.009 0.070 0.027
H 0.970542 -0.361828 -0.812162 -0.146 0.065 0.255
H -1.433420 -0.720588 -0.997800 0.105 0.146 0.253
H -1.517753 -1.567878 0.626987 0.120 0.025 -0.079
H -1.377117 2.248696 0.566718 0.242 0.082 0.463
H -0.794905 1.600698 -2.451727 0.352 0.219 -1.007
```
Positions in Å, forces in eV/Å.

Calculated values
Highest occupied orbital energy, eV: -8.45
Frontier orbital gap, eV: 9.2
2S+1: 1
SMILES string: C[C@H]1CN1C=C=N
E_LUMO, eV: 0.8
Charge: 0

***

A 2-piece molecular cluster, C5H8N2 overall. Source: OMol25; level of theory: the ωB97M-V functional and the def2-TZVPD basis.

```
15
Properties=species:S:1:pos:R:3:forces:R:3
C -1.617611 -1.013607 0.007157 0.018 0.056 0.003
C -0.890133 0.267895 -0.342669 -0.110 -0.137 0.018
C -0.913474 1.462373 0.519654 0.032 -0.264 0.323
N 0.294331 0.597488 0.452713 -1.128 0.911 -0.080
C 2.405520 0.147583 -0.580907 0.751 -0.550 -0.100
C 2.113867 -0.908605 0.292403 -0.759 -0.794 1.008
N 1.610558 -1.609529 1.079658 1.084 0.228 -0.925
H -1.662201 -1.133197 1.092958 -0.010 -0.016 -0.131
H -1.090356 -1.876160 -0.407569 -0.041 0.065 0.068
H -2.638580 -1.003330 -0.396738 0.214 0.055 0.102
H -0.811479 0.457460 -1.412267 0.164 0.030 0.074
H -0.887748 2.457754 0.093165 0.148 -0.037 -0.092
H -1.424873 1.405033 1.492385 0.297 0.033 -0.380
H 2.319056 -0.078402 -1.647887 -0.124 0.394 0.365
H 3.193123 0.827247 -0.242050 -0.539 0.025 -0.252
```
Positions in Å, forces in eV/Å.

Calculated values
Highest occupied orbital energy (alpha / beta), eV: -9.87 / -9.15
Frontier orbital gap (alpha / beta), eV: 9.0 / 8.8
2S+1: 1
E_LUMO (alpha / beta), eV: -0.8 / -0.4
Charge: 0

***

One molecule with the formula C5H8N2. Source: OMol25; level of theory: the ωB97M-V functional and the def2-TZVPD basis.

```
15
Properties=species:S:1:pos:R:3:forces:R:3
C 2.267197 -0.708493 0.056517 -0.027 0.429 0.129
C 0.997598 0.140164 -0.190021 -0.548 0.200 0.657
C -0.121671 -0.555684 -0.581772 -0.066 -0.051 -0.033
C -1.293685 0.151234 -0.230844 0.035 0.146 -0.058
N -2.626295 -0.292387 -0.347466 -0.140 -0.148 -0.007
C -0.899469 1.340475 0.301419 -0.123 -0.252 -0.118
N 0.481594 1.355595 0.406045 0.324 -0.607 -0.465
H 2.365901 -0.890896 1.131921 0.111 0.218 -0.048
H 2.134397 -1.723845 -0.366627 -0.286 0.724 -0.009
H 3.238789 -0.371682 -0.322958 -0.322 0.412 0.066
H -0.082563 -1.534881 -1.044223 -0.031 0.035 0.236
H -3.124808 -0.076742 0.508684 -0.087 -0.053 -0.209
H -2.643585 -1.297413 -0.463883 -0.123 0.060 -0.063
H -1.547257 2.179339 0.540043 0.484 -0.062 0.143
H 0.853864 2.285220 0.603168 0.799 -1.051 -0.221
```
Positions in Å, forces in eV/Å.

Calculated values
Highest occupied orbital energy, eV: -7.37
Frontier orbital gap, eV: 8.4
2S+1: 1
SMILES string: Cc1cc(N)c[nH]1
E_LUMO, eV: 1.1
Charge: 0

***

One molecule with the formula C5H8N2. Source: OMol25; level of theory: the ωB97M-V functional and the def2-TZVPD basis.

```
15
Properties=species:S:1:pos:R:3:forces:R:3
C -0.063543 1.697290 0.235098 -0.597 0.315 0.438
C -0.407941 0.319085 -0.228363 1.303 -0.840 0.671
C 0.235313 -0.834970 0.169865 -0.754 2.145 -0.420
C 1.267898 -1.047676 1.218824 0.088 0.036 0.424
N -0.130836 -1.881623 -0.658728 0.437 -2.047 0.610
N -0.872774 -1.673813 -1.588093 -0.591 3.105 -0.533
C -1.261534 0.068534 -1.359754 0.197 -2.951 -0.744
H 0.044891 1.763707 1.317697 0.180 -0.185 0.054
H -0.860310 2.403105 -0.009629 0.114 -0.025 -0.127
H 0.861012 2.060759 -0.212902 0.062 -0.069 -0.084
H 1.346277 -2.101865 1.486226 -0.025 0.022 -0.210
H 2.245359 -0.711855 0.862764 0.015 -0.037 0.062
H 1.049755 -0.516656 2.153990 -0.030 0.071 -0.306
H -1.174608 0.724012 -2.222670 -0.082 -0.142 -0.045
H -2.278959 -0.268035 -1.164325 -0.319 0.602 0.209
```
Positions in Å, forces in eV/Å.

Calculated values
Highest occupied orbital energy, eV: -8.49
Frontier orbital gap, eV: 9.1
2S+1: 1
SMILES string: CC1=C(C)N=NC1
E_LUMO, eV: 0.7
Charge: 0

***

One molecule with the formula C5H8N2. Source: OMol25; level of theory: the ωB97M-V functional and the def2-TZVPD basis.

```
15
Properties=species:S:1:pos:R:3:forces:R:3
C 2.243954 1.128873 0.905315 -0.419 0.434 1.047
C 1.492522 0.669222 -0.342694 2.090 0.212 -0.507
C 0.152011 0.049608 -0.221738 -0.643 2.110 -1.380
C -0.564790 -0.484789 -1.282855 0.791 -1.396 2.155
N -1.629183 -1.072026 -0.627873 -0.431 -0.082 -1.502
C -1.632299 -0.711449 0.679734 -0.585 2.357 -1.635
N -0.641713 0.174453 0.879458 0.198 -2.501 1.198
H 3.306145 1.170211 0.737766 0.473 0.250 -0.541
H 1.937346 2.118730 1.267099 -0.074 -0.181 -0.198
H 2.196306 0.485279 1.788463 -0.584 -0.288 -0.290
H 2.185648 -0.044111 -0.806254 -0.357 -0.512 0.089
H 1.604619 1.465028 -1.109378 -0.819 -0.042 0.497
H -0.239602 -0.824681 -2.246452 -0.059 0.142 -0.266
H -2.433834 -1.347616 -1.168980 -0.119 -0.453 0.488
H -2.618381 -0.772549 1.127606 0.539 -0.049 0.844
```
Positions in Å, forces in eV/Å.

Calculated values
Highest occupied orbital energy, eV: -8.54
Frontier orbital gap, eV: 9.5
2S+1: 1
SMILES string: CCc1c[nH]cn1
E_LUMO, eV: 0.9
Charge: 0

***

Molar mass list, top to bottom, in g/mol: 96.13 96.13 96.13 96.13 96.13 96.13 96.13 96.13 96.13 96.13
DFT total energy list, top to bottom, in Eh: -304.74118 -304.82527 -304.79550 -304.77158 -304.72685 -304.70683 -304.64246 -304.79928 -304.74502 -304.80102